This record from OMol25 describes 12 unconnected molecules or ions with the total composition C5H33NO12. The level of theory is ωB97M-V/def2-TZVPD.

Geometry (Å):
O: 2.570 -0.266 -1.284
C: 2.351 -1.096 -0.443
C: 0.907 -1.560 -0.242
C: 0.084 -0.445 0.362
C: -0.026 0.890 -0.365
C: -1.325 -1.069 0.703
N: 0.886 -2.778 0.700
H: 3.165 -1.528 0.122
H: 0.318 -2.077 -0.999
H: 0.547 -0.215 1.394
H: 0.078 0.857 -1.480
H: -1.029 1.206 -0.117
H: 0.665 1.662 -0.083
H: -1.328 -1.878 1.479
H: -1.680 -1.446 -0.226
H: -2.021 -0.264 1.287
H: 1.645 -3.356 0.334
H: 1.093 -2.636 1.737
H: -2.321 -0.102 -3.172
H: -0.853 0.242 -2.630
O: -1.388 -0.233 -3.234
H: -3.082 1.690 -1.482
H: -4.213 0.719 -1.987
O: -3.293 0.938 -1.948
H: 0.367 1.903 2.464
H: 0.608 2.988 3.299
O: 0.137 2.139 3.381
H: 0.011 -0.864 -4.580
H: 0.748 -1.592 -3.434
O: 0.925 -1.139 -4.279
H: -2.188 1.331 3.527
H: -2.337 -0.141 3.732
O: -2.912 0.633 3.552
H: 2.246 3.284 0.885
H: 2.628 1.888 1.490
O: 2.263 2.742 1.729
H: 2.177 1.471 -1.484
H: 2.326 2.434 -2.493
O: 2.632 2.405 -1.540
H: -3.276 1.509 1.880
H: -4.307 0.760 1.162
O: -3.698 1.546 1.022
H: 1.535 1.038 -3.986
H: 2.706 0.187 -3.571
O: 2.450 1.092 -3.903
H: 2.815 0.283 3.112
H: 1.719 -0.295 3.885
O: 2.358 -0.416 3.250
H: -1.434 -4.353 1.508
H: -0.686 -4.043 0.396
O: -1.563 -4.043 0.569

Output
Kohn-Sham gap (spin up / spin down), eV: 2.9 / 6.8
Total charge: -1
Multiplicity: 2
Energy above the lowest of the compared OMol25 structures with the same formula, charge and spin, kcal per mole: 70.9
Molecular weight, Da: 299.3
HOMO level (spin up / spin down), eV: -0.45 / -4.37
⟨S²⟩: 0.753